[1]
C44H60Cl2N4PSTi as an isolated structure at a distorted geometry. Source: the OMol25 dataset; level of theory: ωB97M-V with the def2-TZVPD basis set.

XYZ file:
```
113
Properties=species:S:1:pos:R:3
Ti 0.6632 0.1921 -0.7562
C 1.8544 -4.6303 0.9406
C 1.5419 -3.8357 -0.3172
C 0.4042 -4.1730 -1.0415
C -0.3252 -5.4759 -0.7487
C -0.0035 -3.4116 -2.1425
C -1.1556 -3.8029 -2.9873
C 0.8237 -2.3312 -2.4879
C 0.4461 -1.5759 -3.7867
C 2.0796 -2.0741 -1.8390
C 3.1261 -1.0966 -2.3218
C 2.4292 -2.8573 -0.7279
C 3.8551 -2.9242 -0.2954
H 2.4185 -3.9799 1.6301
H 2.4732 -5.5145 0.7458
H 1.0113 -4.9941 1.4561
H -0.9047 -5.8307 -1.6262
H -0.8848 -5.4247 0.1642
H 0.4691 -6.2188 -0.5338
H -1.6532 -2.9389 -3.4255
H -1.9197 -4.2996 -2.4310
H -0.7884 -4.4091 -3.7955
H -0.5786 -1.2539 -3.7817
H 0.5844 -2.2266 -4.6495
H 1.0370 -0.6689 -3.8889
H 2.6971 -0.3830 -3.0315
H 3.9263 -1.5851 -2.8771
H 3.5147 -0.5336 -1.4866
H 4.5062 -3.2826 -1.0957
H 4.0006 -3.5478 0.5738
H 4.2969 -1.9292 -0.0085
C 2.2878 -0.5232 1.7931
C 1.6499 0.6489 2.5453
C 2.6445 1.4849 3.3313
P 0.6198 1.6380 1.3856
C -0.8562 2.3527 2.2385
C -1.7986 2.9062 1.2537
C -1.4433 1.3117 3.1916
C 1.4772 3.1388 0.7824
C 1.8430 4.2343 1.5579
C 2.3419 5.4008 1.0174
C 2.8716 6.5833 1.7667
C 2.3562 5.4530 -0.4038
C 2.0693 4.3484 -1.1726
C 1.6232 3.1747 -0.6053
N 1.3603 2.0107 -1.3897
C 1.0937 2.1734 -2.7984
C 2.1360 2.0648 -3.7541
C 3.5964 2.0131 -3.3378
C 1.7576 2.1602 -5.0768
C 0.4019 2.3147 -5.4719
C -0.0713 2.2595 -6.8638
C -0.5590 2.4854 -4.4903
C -0.2225 2.4760 -3.1555
C -1.2509 2.8476 -2.1598
H 2.7313 -1.2534 2.4622
H 3.0000 -0.2069 1.0070
H 1.4296 -1.0439 1.2784
H 0.8491 0.2693 3.2223
H 3.4011 1.9358 2.6711
H 3.1036 0.8867 4.1298
H 2.1105 2.2764 3.8299
H -0.4776 3.1523 2.8742
H -2.3669 2.1741 0.6907
H -1.3337 3.5528 0.5035
H -2.5195 3.5422 1.8189
H -1.8165 0.4164 2.6362
H -2.2628 1.7036 3.7353
H -0.7024 0.9997 3.8715
H 1.7023 4.2154 2.6296
H 2.9651 7.4453 1.1568
H 3.8733 6.3340 2.1032
H 2.3414 6.8704 2.7074
H 2.6892 6.3203 -0.9337
H 2.2313 4.4099 -2.2419
H 3.9524 3.0370 -3.1500
H 4.1439 1.5328 -4.1531
H 3.7184 1.4077 -2.4347
H 2.5186 2.0579 -5.8558
H -1.0313 2.7798 -6.9611
H -0.2406 1.1507 -7.1475
H 0.6833 2.5996 -7.5613
H -1.5962 2.5823 -4.7452
H -2.2191 3.0533 -2.6652
H -0.9741 3.7593 -1.6364
H -1.4505 2.1215 -1.3866
C -3.0145 -1.7078 7.5779
N -3.4204 -1.9570 6.1956
C -4.8329 -1.7514 5.7056
C -4.7089 -2.1054 4.2367
N -3.3248 -1.7560 3.9956
C -2.5993 -1.9011 5.1290
S -0.9358 -1.8614 5.2642
H -3.6680 -2.2221 8.2676
H -3.0145 -0.6052 7.7825
H -2.0521 -2.0617 7.8267
H -5.1492 -0.7074 5.8994
H -5.5038 -2.4203 6.1717
H -5.3540 -1.5692 3.6135
H -4.8304 -3.1896 4.0517
H -2.8433 -1.9397 3.1529
Cl -1.2540 -1.9097 1.3846
C -2.3723 -1.7924 0.0758
C -3.5093 -2.5906 0.1647
C -4.4348 -2.5803 -0.8758
C -4.2877 -1.6707 -1.8913
C -3.1564 -0.8427 -1.9853
Cl -3.1380 0.1963 -3.3371
C -2.1548 -0.8433 -0.9618
N -0.9693 -0.1652 -0.9364
H -3.5723 -3.2404 1.0308
H -5.3212 -3.1897 -0.8253
H -4.9044 -1.6389 -2.7799
```

Results
2S+1: 1
LUMO energy (spin up / spin down), eV: -2.84 / -2.84
E_HOMO (spin up / spin down), Eh: -0.3703 / -0.3703
Total charge: +1
Max |F|, eV/Å: 2.3
Energy above the lowest of the compared OMol25 structures with the same formula, charge and spin, kcal per mole: 0.0

Atom charges from the Löwdin analysis, given in e for atoms 1 to 8:
1 Ti 0.925
2 C -0.032
3 C -0.188
4 C -0.171
5 C -0.014
6 C -0.190
7 C -0.028
8 C -0.162



[2]
C44H60IrN4O4SSe as an isolated structure at a distorted geometry. Source: the OMol25 dataset; level of theory: ωB97M-V with the def2-TZVPD basis set.

XYZ file:
```
115
Properties=species:S:1:pos:R:3
Ir -0.4739 0.0261 0.0580
C 5.6958 -3.2261 -3.3192
C 4.9132 -2.1704 -4.1168
C 4.7734 -2.6684 -5.5565
C 5.7022 -0.8488 -4.1328
C 3.5660 -1.9101 -3.4510
C 3.5141 -1.4087 -2.1587
C 2.3030 -1.0645 -1.5858
Se 2.2855 0.0647 -0.0054
C 2.3291 -0.8261 1.7288
C 3.5135 -1.1977 2.2814
C 3.5767 -1.5846 3.6402
C 2.3724 -1.6888 4.3453
C 1.1412 -1.3170 3.8462
C 1.1214 -0.7374 2.5150
O 0.1126 -0.1257 2.0662
C -0.0883 -1.4926 4.7446
C -1.4505 -1.2441 4.0827
C -0.0970 -2.9450 5.2560
C 0.0431 -0.5197 5.9311
C 4.9217 -1.7976 4.2976
C 4.8066 -2.1931 5.7720
C 5.6887 -0.4618 4.2100
C 5.7081 -2.8926 3.5565
C 1.0753 -1.1844 -2.2789
O -0.0596 -0.8141 -1.7537
C 1.1169 -1.7260 -3.6007
C 2.3512 -2.0699 -4.1253
C -0.1719 -1.8522 -4.4169
C -1.1560 -2.7903 -3.6926
C 0.0891 -2.4350 -5.8081
C -0.8014 -0.4593 -4.6113
H 6.6366 -3.4415 -3.8270
H 5.1254 -4.1544 -3.2536
H 5.9262 -2.8845 -2.3092
H 5.7667 -2.8183 -5.9792
H 4.2557 -1.9449 -6.1878
H 4.2501 -3.6250 -5.6013
H 6.6592 -0.9891 -4.6374
H 5.9027 -0.4888 -3.1236
H 5.1437 -0.0790 -4.6677
H 4.4252 -1.2628 -1.5906
H 4.4124 -1.1705 1.6791
H 2.4060 -2.0750 5.3523
H -1.5900 -1.8817 3.2097
H -1.5763 -0.2081 3.7844
H -2.2326 -1.4793 4.8061
H -0.1179 -3.6410 4.4153
H -0.9872 -3.1062 5.8633
H 0.7710 -3.1744 5.8728
H 0.0476 0.5136 5.5805
H 0.9580 -0.6955 6.4974
H -0.8049 -0.6507 6.6033
H 4.3222 -1.4123 6.3603
H 5.8052 -2.3392 6.1813
H 4.2627 -3.1309 5.8970
H 5.1320 0.3321 4.7105
H 5.8595 -0.1625 3.1755
H 6.6565 -0.5632 4.7005
H 5.1463 -3.8278 3.5434
H 6.6507 -3.0702 4.0726
H 5.9353 -2.6070 2.5288
H 2.3772 -2.4630 -5.1292
H -0.7154 -3.7835 -3.5779
H -2.0695 -2.8884 -4.2824
H -1.4227 -2.4100 -2.7098
H 0.5051 -3.4422 -5.7520
H 0.7618 -1.7996 -6.3859
H -0.8572 -2.4924 -6.3456
H -1.1196 -0.0231 -3.6689
H -1.6738 -0.5375 -5.2625
H -0.0862 0.2161 -5.0842
O -6.9444 2.7710 0.0257
C -6.8027 1.3733 0.0152
C -5.3449 1.0271 -0.0390
C -4.9207 -0.2985 -0.0422
C -3.5684 -0.5630 -0.0685
N -2.6475 0.3999 -0.0832
C -3.0346 1.6827 -0.0921
C -4.3771 2.0231 -0.0758
C -1.9569 2.6838 -0.0935
C -2.1831 4.0491 -0.1220
C -1.1128 4.9350 -0.0606
C -1.3848 6.4217 -0.0719
O -2.4486 6.7613 -0.9285
C 0.1729 4.4135 0.0196
C 0.3300 3.0419 0.0030
N -0.7037 2.2051 -0.0500
H -7.8763 3.0046 0.0748
H -7.2998 0.9226 -0.8528
H -7.2279 0.9161 0.9174
H -5.6325 -1.1123 -0.0233
H -3.1979 -1.5796 -0.0776
H -4.7062 3.0500 -0.0821
H -3.1759 4.4674 -0.1953
H -0.4666 6.9670 -0.3047
H -1.6986 6.7118 0.9342
H -2.1344 6.8147 -1.8372
H 1.0388 5.0574 0.0838
H 1.3126 2.5936 0.0206
S 0.0437 -2.8131 0.7641
C -0.1439 -4.3902 0.1221
N -1.2120 -5.1198 0.4252
C -1.3908 -6.5073 -0.0012
C -0.0263 -7.1564 -0.1755
C 0.8093 -6.2973 -1.1120
N 0.8201 -4.9193 -0.6225
H -1.9066 -4.6960 1.0150
H -1.9445 -6.5314 -0.9433
H -1.9758 -7.0273 0.7549
H -0.1382 -8.1554 -0.5915
H 0.4700 -7.2424 0.7925
H 0.3862 -6.3218 -2.1196
H 1.8367 -6.6531 -1.1583
H 1.6164 -4.3344 -0.8176
```

Results
2S+1: 2
<S²>: 0.78
LUMO energy (spin up / spin down), eV: -6.07 / -7.11
E_HOMO (spin up / spin down), Eh: -0.4415 / -0.4411
Total charge: +2
Max |F|, eV/Å: 3.2
Energy above the lowest of the compared OMol25 structures with the same formula, charge and spin, kcal per mole: 0.0

Atom charges from the Löwdin analysis, given in e for atoms 1 to 8:
1 Ir 1.296
2 C -0.042
3 C -0.557
4 C -0.057
5 C -0.038
6 C -0.162
7 C -0.077
8 C -0.390



> Which formula does entry 2 have?

C44H60IrN4O4SSe



> What is the energy above the lowest of the compared OMol25 structures with the same formula, charge and spin in the second record?

0.0 kcal per mole



> What is the energy above the lowest of the compared OMol25 structures with the same formula, charge and spin in the second record?

0.0 kcal per mole